{"formula": "C21H18Cl3N3O3SbV", "method": "ωB97M-V/def2-TZVPD", "homo_ev": [-14.2, -14.2], "charge": 2, "homo_lumo_gap_ev": [6.335, 6.729], "s2": 2.021, "lumo_ev": [-7.9, -7.5], "energy_ev": -102458.2956, "spin_multiplicity": 3, "elements": ["V", "O", "N", "O", "C", "C", "C", "C", "C", "C", "N", "C", "C", "N", "C", "C", "C", "C", "H", "H", "H", "H", "H", "H", "H", "Cl", "C", "C", "C", "Cl", "C", "O", "C", "Cl", "C", "H", "H", "C", "Sb", "C", "C", "H", "H", "H", "H", "H", "H", "H", "H", "H"], "coordinates": [[-0.01657, 0.12783, -0.87811], [1.03598, 1.01035, 5.96854], [0.60226, -0.09158, 5.70642], [0.50184, -1.00527, 6.48193], [0.33305, -0.38805, 4.26832], [-0.18122, -1.59853, 4.00814], [-0.50882, -1.98742, 2.66776], [-0.99470, -3.26050, 2.31253], [-1.26517, -3.53349, 0.99602], [-1.07076, -2.53608, 0.04001], [-0.61361, -1.32557, 0.35181], [-0.31783, -1.06645, 1.65360], [0.26034, 0.21808, 1.93757], [0.47936, 1.01680, 0.84634], [1.07209, 2.19832, 1.01873], [1.46473, 2.63650, 2.27679], [1.24482, 1.84604, 3.37580], [0.61715, 0.58361, 3.23099], [-0.35114, -2.28038, 4.83147], [-1.14103, -4.01630, 3.07579], [-1.62605, -4.50408, 0.68581], [-1.29030, -2.72251, -1.00386], [1.24409, 2.79661, 0.13475], [1.94962, 3.59731, 2.37830], [1.55314, 2.18236, 4.35185], [5.69337, 1.19252, -4.91525], [4.47452, 0.64174, -3.83528], [3.27176, 1.32379, -3.76515], [2.34178, 0.83565, -2.87558], [0.75931, 1.60580, -2.64826], [2.52511, -0.27560, -2.08202], [1.51900, -0.66766, -1.23737], [3.74004, -0.92823, -2.16746], [4.02619, -2.30210, -1.17072], [4.71078, -0.47166, -3.04248], [3.08501, 2.19364, -4.38041], [5.65938, -0.98838, -3.10584], [-3.88388, 1.02560, -0.10375], [-2.50254, 0.64892, -1.66506], [-3.43118, -0.96300, -2.69556], [-2.89147, 2.21691, -3.03242], [-4.88281, 1.02063, -0.53846], [-3.68086, 1.99867, 0.33795], [-3.81187, 0.25156, 0.65863], [-4.25795, -0.55181, -3.27196], [-3.81442, -1.69861, -1.99140], [-2.72274, -1.43386, -3.37288], [-3.95279, 2.45439, -2.97936], [-2.64613, 1.86661, -4.03301], [-2.30887, 3.10687, -2.80422]]}

=====

{"formula": "C21H18F3NOS", "method": "ωB97M-V/def2-TZVPD", "homo_ev": -8.4, "homo_lumo_gap_ev": 8.415, "lumo_ev": 0.0, "energy_ev": -44595.3974, "smiles": "O=C(CS)N(CCc1cccc(C(F)(F)F)c1)c1cccc2ccccc12", "elements": ["O", "C", "C", "S", "N", "C", "C", "C", "C", "C", "C", "C", "C", "F", "F", "F", "C", "C", "C", "C", "C", "C", "C", "C", "C", "C", "C", "H", "H", "H", "H", "H", "H", "H", "H", "H", "H", "H", "H", "H", "H", "H", "H", "H", "H"], "coordinates": [[0.74597, -2.81110, 1.43868], [0.29593, -1.81332, 2.00970], [0.00962, -1.86718, 3.48377], [-1.54528, -2.79615, 3.60150], [-0.00082, -0.69224, 1.23487], [0.49232, -0.57887, -0.11936], [-0.36028, -1.39055, -1.12762], [0.35200, -1.55762, -2.42945], [0.79432, -2.80025, -2.88104], [1.38973, -2.91284, -4.12464], [1.58927, -1.78801, -4.92367], [1.14134, -0.51164, -4.49534], [1.15325, 0.72723, -5.38310], [-0.12798, 1.00343, -5.76272], [1.93868, 0.51719, -6.46005], [1.65119, 1.83514, -4.75733], [0.52781, -0.41789, -3.25471], [-0.84158, 0.31503, 1.67462], [-2.19356, 0.08688, 1.67605], [-3.10398, 1.05907, 2.11599], [-2.61511, 2.28979, 2.56146], [-1.24865, 2.52330, 2.64520], [-0.78728, 3.75755, 3.10229], [0.58388, 4.07544, 3.03086], [1.49115, 3.12038, 2.59639], [1.05910, 1.86139, 2.15385], [-0.33859, 1.53344, 2.13755], [0.77313, -2.40764, 4.05869], [-0.13026, -0.86279, 3.90872], [-1.23366, -3.77293, 2.72764], [0.56158, 0.44448, -0.44676], [1.50729, -0.96710, -0.21455], [-0.57047, -2.39263, -0.70849], [-1.31859, -0.84905, -1.24526], [0.68459, -3.67690, -2.24374], [1.76380, -3.88235, -4.45277], [2.03319, -1.93227, -5.87188], [0.10503, 0.50675, -2.91443], [-2.55739, -0.86235, 1.26549], [-4.17487, 0.85592, 2.12700], [-3.34217, 3.03905, 2.91140], [-1.45764, 4.55175, 3.45261], [0.92284, 5.01769, 3.46249], [2.57399, 3.28148, 2.61310], [1.80717, 1.14127, 1.82700]]}

=====

{"formula": "C21H18FeN5OS3", "method": "ωB97M-V/def2-TZVPD", "homo_ev": [-7.2, -7.1], "homo_lumo_gap_ev": [6.718, 6.653], "s2": 8.773, "relative_energy_ev": 0.330, "lumo_ev": [-0.4, -0.5], "energy_ev": -98461.5199, "spin_multiplicity": 6, "elements": ["Fe", "S", "C", "N", "C", "C", "C", "C", "C", "C", "S", "H", "H", "H", "H", "C", "C", "C", "C", "N", "C", "C", "C", "C", "C", "C", "N", "H", "H", "H", "H", "H", "H", "H", "H", "O", "C", "N", "C", "C", "N", "C", "S", "H", "H", "H", "H", "H", "H"], "coordinates": [[0.37814, 0.99905, -0.01694], [2.44710, 0.78960, 1.92638], [3.12046, 0.93375, 0.37923], [2.35256, 1.01942, -0.68927], [3.06382, 1.22474, -1.85967], [2.51088, 1.43100, -3.12037], [3.36777, 1.61421, -4.18981], [4.75382, 1.59978, -4.01542], [5.30866, 1.41529, -2.76061], [4.45138, 1.23353, -1.68340], [4.82481, 1.02387, 0.00891], [1.43431, 1.46086, -3.22566], [2.95802, 1.77874, -5.17792], [5.40375, 1.74536, -4.86830], [6.38209, 1.42027, -2.62351], [-1.94032, 3.55863, 2.77441], [-2.54646, 2.66571, 3.64352], [-2.27026, 1.31372, 3.52822], [-1.37691, 0.90001, 2.54791], [-0.80745, 1.76424, 1.71077], [-1.08471, 3.06092, 1.80683], [-0.96925, -0.51437, 2.35019], [-1.19319, -1.49222, 3.30997], [-0.72669, -2.77487, 3.08498], [-0.03846, -3.04105, 1.91429], [0.14528, -2.01211, 1.00779], [-0.32448, -0.78100, 1.20878], [-2.13551, 4.61992, 2.83085], [-3.23527, 3.01692, 4.40054], [-2.74928, 0.60008, 4.18245], [-0.61577, 3.69062, 1.06230], [-1.69697, -1.24904, 4.23365], [-0.88197, -3.54909, 3.82470], [0.36615, -4.02144, 1.70646], [0.69075, -2.15931, 0.08346], [-0.55332, 2.05701, -0.96454], [-1.67813, -3.61692, -2.04199], [-2.13882, -2.34584, -1.52433], [-3.35576, -2.09110, -0.90567], [-3.37921, -0.77741, -0.59598], [-2.18153, -0.24859, -1.02013], [-1.41095, -1.20776, -1.58695], [0.10639, -0.93130, -2.24712], [-2.43436, -4.37048, -1.83775], [-0.73796, -3.89406, -1.56696], [-1.50760, -3.54388, -3.11489], [-4.08803, -2.86262, -0.75192], [-4.13923, -0.18372, -0.12202], [-1.86831, 0.73093, -1.01547]]}

=====

{"formula": "C21H18IN5O", "method": "ωB97M-V/def2-TZVPD", "homo_ev": -9.1, "homo_lumo_gap_ev": 9.006, "relative_energy_ev": 0.022, "lumo_ev": -0.1, "energy_ev": -39666.3473, "smiles": "Cc1cc(OCc2ccc(-c3ccccc3-c3nnn[nH]3)cc2)c(I)c(C)n1", "elements": ["C", "C", "C", "C", "O", "C", "C", "C", "C", "C", "C", "C", "C", "C", "C", "C", "C", "N", "N", "N", "N", "C", "C", "C", "I", "C", "C", "N", "H", "H", "H", "H", "H", "H", "H", "H", "H", "H", "H", "H", "H", "H", "H", "H", "H", "H"], "coordinates": [[5.91162, 1.26453, 3.30440], [4.85232, 0.25105, 3.17697], [3.78190, 0.40577, 2.30301], [2.72593, -0.49967, 2.37197], [1.55509, -0.33222, 1.66345], [1.57294, 0.43508, 0.45081], [0.19515, 0.44543, -0.22572], [-0.87025, -0.32018, 0.22325], [-2.15100, -0.19166, -0.37213], [-2.33473, 0.72119, -1.41653], [-3.65692, 0.91018, -2.02194], [-4.54845, 1.78542, -1.40496], [-5.79234, 2.06592, -1.94309], [-6.18001, 1.41488, -3.14093], [-5.30880, 0.51301, -3.74069], [-4.00277, 0.27895, -3.22474], [-3.13450, -0.64396, -4.02147], [-3.36746, -1.10240, -5.20113], [-2.34486, -1.95416, -5.53485], [-1.44036, -1.98008, -4.59280], [-1.93571, -1.18688, -3.62994], [-1.23416, 1.43008, -1.93236], [0.01462, 1.25747, -1.36143], [2.83162, -1.62930, 3.18002], [1.16714, -3.14109, 3.50299], [4.01143, -1.75326, 3.97105], [4.34382, -2.97598, 4.76331], [4.96817, -0.78445, 3.98138], [5.55476, 2.21861, 2.88332], [6.80623, 0.93216, 2.78853], [6.09369, 1.38927, 4.37394], [3.71268, 1.31828, 1.69469], [2.35899, 0.04306, -0.19474], [1.79781, 1.44347, 0.73271], [-0.72335, -1.07834, 0.98190], [-2.98197, -0.73580, 0.04593], [-4.19672, 2.30089, -0.52079], [-6.47465, 2.80777, -1.49021], [-7.17698, 1.55878, -3.56813], [-5.65951, 0.03290, -4.65349], [-1.56875, -1.06592, -2.69695], [-1.31156, 2.07743, -2.78021], [0.85022, 1.87086, -1.66356], [3.54208, -3.19948, 5.46416], [4.47671, -3.84151, 4.14494], [5.27093, -2.75610, 5.33004]]}

=====

{"formula": "C21H18LuN6O3S", "method": "ωB97M-V/def2-TZVPD", "homo_ev": -11.6, "charge": 1, "homo_lumo_gap_ev": 8.741, "relative_energy_ev": 0.000, "lumo_ev": -2.9, "energy_ev": -81607.9546, "elements": ["Lu", "N", "C", "C", "O", "N", "C", "C", "O", "O", "H", "H", "H", "H", "H", "H", "N", "C", "C", "C", "C", "C", "C", "N", "C", "C", "C", "S", "C", "N", "H", "H", "H", "H", "H", "H", "H", "N", "C", "C", "C", "C", "C", "C", "C", "H", "H", "H", "H", "H"], "coordinates": [[0.80307, 0.77211, 0.26031], [1.03811, 1.50625, -2.29118], [2.50594, 1.75064, -2.30626], [3.00289, 1.06834, -1.04310], [2.38800, -0.08569, -0.86718], [3.68860, 1.70378, -0.16182], [3.94563, 1.05193, 1.14580], [2.59829, 0.82608, 1.84568], [2.05896, -0.30571, 1.90144], [1.82584, 1.84523, 1.90753], [0.84427, 0.64752, -2.79551], [0.54039, 2.25626, -2.75610], [2.70417, 2.81968, -2.26287], [2.99830, 1.34826, -3.19248], [4.55972, 1.73541, 1.72839], [4.46244, 0.09915, 1.03460], [-3.12811, 3.01527, 0.16425], [-3.81290, 1.80942, 0.12350], [-5.17278, 1.52493, 0.10868], [-5.51541, 0.19023, 0.04917], [-4.53632, -0.81421, 0.00236], [-3.18897, -0.51976, 0.01709], [-2.82534, 0.82497, 0.08329], [-1.56424, 1.43239, 0.10392], [-1.81032, 2.72904, 0.14892], [-0.74341, 3.72389, 0.17492], [-0.79726, 5.07438, 0.34069], [0.79024, 5.70327, 0.35096], [1.42365, 4.14299, 0.14691], [0.51895, 3.20772, 0.05515], [-3.52646, 3.93847, 0.17895], [-5.92312, 2.30235, 0.14204], [-6.55986, -0.08857, 0.03559], [-4.84943, -1.84807, -0.04838], [-2.44915, -1.30350, -0.02254], [-1.65463, 5.71246, 0.47341], [2.48248, 3.91739, 0.11588], [-0.04364, -1.44284, 0.19561], [0.28447, -2.54221, 0.25208], [0.69232, -3.91179, 0.32025], [-0.15371, -4.83150, 0.94190], [0.25108, -6.15230, 1.02209], [1.47841, -6.53190, 0.49320], [2.31222, -5.60522, -0.11942], [1.92588, -4.27878, -0.21046], [-1.10204, -4.51250, 1.35091], [-0.38706, -6.88346, 1.49797], [1.79092, -7.56536, 0.56289], [3.26525, -5.91655, -0.52321], [2.56365, -3.53990, -0.67581]]}